14
Properties=species:S:1:pos:R:3 method="wB97M-V/def2-TZVPD" energy_ev=-29961.1945 e_lumo_ev=2.51 charge=-1 de_lowest_kj_mol=279.39
C -2.02 -0.71 -0.27
C -0.73 -0.45 0.77
F -0.39 -1.78 1.33
B 0.45 0.25 -0.14
Cl -0.09 1.59 -1.36
C 2.05 -0.11 -0.13
F 2.48 -0.20 -1.56
F 2.43 -1.29 0.67
F 2.75 1.09 0.47
H -2.78 -1.38 0.32
H -2.54 0.29 -0.59
H -1.53 -1.28 -1.20
H -1.07 0.25 1.67
F 1.01 3.72 0.02